Record 1
Below is a cluster of 7 separate species, H14O6S in total, with properties calculated with the ωB97M-V functional and the def2-TZVPD basis.

The calculation puts the largest force on an atom at 0.7 eV Å⁻¹. The HOMO energy comes out at -9.80 eV.

Each atom is followed by the atoms it is bonded to, with distances in Å.
Atoms and positions in Å:
1 O 0.1218 -0.8929 2.0461  H2 0.964, H3 0.977
2 H 0.6995 -0.5538 2.7391  O1 0.964
3 H -0.2171 -0.0896 1.6048  O1 0.977
4 O -0.3913 0.0629 -2.2960  H5 0.965, H6 0.963
5 H 0.2984 -0.6067 -2.3831  O4 0.965
6 H -1.1480 -0.2611 -2.7961  O4 0.963
7 O 1.6412 -0.8560 -0.2436  H8 0.961, H9 0.982
8 H 2.2906 -1.5275 -0.4693  O7 0.961
9 H 1.2814 -1.1089 0.6348  O7 0.982
10 O 2.0974 2.0335 -0.8127  H11 0.959, H12 0.971
11 H 2.3315 1.9769 -1.7413  O10 0.959
12 H 1.5367 1.2555 -0.6620  O10 0.971
13 O -0.8202 1.1700 0.3317  H14 0.957, H15 0.972
14 H -1.0736 2.0895 0.4115  O13 0.957
15 H -1.0488 0.7993 -0.5373  O13 0.972
16 O 2.0025 1.6258 2.1579  H17 0.966, H18 0.966
17 H 1.0971 1.9458 2.0513  O16 0.966
18 H 2.3519 1.5535 1.2598  O16 0.966
19 S -2.6098 -1.7782 -0.5287  H20 1.338, H21 1.341
20 H -1.3385 -1.3706 -0.6212  S19 1.338
21 H -2.2225 -2.9866 -0.9614  S19 1.341

Here are the Löwdin charges for atoms 1 to 8, given in e: -0.077 0.047 0.000 -0.081 0.045 0.043 -0.067 0.052

***

Record 2
Below is a cluster of 7 separate species, H14O6S in total, with properties calculated with the ωB97M-V functional and the def2-TZVPD basis.

The calculation puts the largest force on an atom at 0.6 eV Å⁻¹. The HOMO energy comes out at -9.29 eV.

Each atom is followed by the atoms it is bonded to, with distances in Å.
Atoms and positions in Å:
1 O 0.6890 2.1572 -0.1708  H2 0.973, H3 0.964
2 H 0.9052 1.2630 -0.4864  O1 0.973
3 H -0.1401 2.3483 -0.6244  O1 0.964
4 O -0.0098 -2.1086 -0.2027  H5 0.953, H6 0.974
5 H 0.0513 -3.0524 -0.3176  O4 0.953
6 H -0.6603 -1.9168 0.4963  O4 0.974
7 O -0.5430 0.9042 2.1251  H8 0.962, H9 0.973
8 H -0.5578 1.2502 3.0222  O7 0.962
9 H -0.3289 1.6569 1.5470  O7 0.973
10 O -2.1585 -1.1534 1.2651  H11 0.962, H12 0.981
11 H -3.0063 -0.8074 0.9717  O10 0.962
12 H -1.6044 -0.3804 1.5069  O10 0.981
13 O 1.2072 -0.1608 -1.8056  H14 0.965, H15 0.977
14 H 0.7498 -0.2029 -2.6538  O13 0.965
15 H 0.9306 -0.9969 -1.3818  O13 0.977
16 O -2.2981 0.3579 -1.3942  H17 0.963, H18 0.969
17 H -2.2966 0.9723 -0.6526  O16 0.963
18 H -1.6693 -0.3143 -1.0903  O16 0.969
19 S 4.1748 -0.0219 0.0824  H20 1.339, H21 1.333
20 H 3.0950 0.2861 0.8118  S19 1.339
21 H 3.4704 -0.0804 -1.0482  S19 1.333

Here are the Löwdin charges for atoms 1 to 8, given in e: -0.064 0.003 0.038 -0.049 0.053 0.015 -0.050 0.064

***

Record 3
Below is a cluster of 7 separate species, H14O7 in total, with properties calculated with the ωB97M-V functional and the def2-TZVPD basis.

The calculation puts the largest force on an atom at 1.0 eV Å⁻¹. The HOMO energy comes out at -10.34 eV.

Each atom is followed by the atoms it is bonded to, with distances in Å.
Atoms and positions in Å:
1 O -16.8098 -4.4394 15.8056  H2 0.963, H3 0.961
2 H -16.8592 -3.5157 15.5363  O1 0.963
3 H -16.6108 -4.4095 16.7452  O1 0.961
4 O -17.6722 -2.2950 19.0235  H5 0.966, H6 0.969
5 H -18.5326 -2.2820 19.4630  O4 0.966
6 H -17.4085 -3.2279 19.0205  O4 0.969
7 O -19.6046 -0.6803 22.2724  H8 0.967, H9 0.962
8 H -19.8337 -1.1882 21.4822  O7 0.967
9 H -20.1810 0.0894 22.2422  O7 0.962
10 O -15.6259 -0.7374 18.1866  H11 0.961, H12 0.984
11 H -16.1045 0.0905 18.0940  O10 0.961
12 H -16.2968 -1.3763 18.5190  O10 0.984
13 O -20.7174 -2.1158 19.9584  H14 0.965, H15 0.965
14 H -20.9164 -2.1438 19.0141  O13 0.965
15 H -21.0839 -2.9357 20.3128  O13 0.965
16 O -14.7480 -4.7953 17.9334  H17 0.968, H18 0.963
17 H -15.4838 -4.6666 18.5493  O16 0.968
18 H -14.1420 -5.3813 18.3980  O16 0.963
19 O -17.4442 -5.2934 18.8832  H20 0.964, H21 0.965
20 H -17.3665 -6.1192 19.3752  O19 0.964
21 H -18.3585 -5.2751 18.5743  O19 0.965

Here are the Löwdin charges for atoms 1 to 8, given in e: -0.058 0.040 -0.027 -0.043 0.026 0.020 -0.065 -0.020

***

Record 4
Below is a cluster of 7 separate species, H14O7 in total, with properties calculated with the ωB97M-V functional and the def2-TZVPD basis.

The calculation puts the largest force on an atom at 4.3 eV Å⁻¹. The HOMO energy comes out at -9.28 eV.

Each atom is followed by the atoms it is bonded to, with distances in Å.
Atoms and positions in Å:
1 O 9.7153 -4.3334 -20.5635  H2 0.957, H3 0.957
2 H 9.2560 -3.6994 -20.0128  O1 0.957
3 H 9.0422 -4.6691 -21.1555  O1 0.957
4 O 7.1763 -3.7978 -17.9532  H5 0.957, H6 0.957
5 H 7.1468 -4.2627 -17.1170  O4 0.957
6 H 6.8970 -2.9069 -17.7424  O4 0.957
7 O 8.9993 -1.0264 -19.2001  H8 0.957, H9 0.957
8 H 9.9208 -0.8555 -19.3946  O7 0.957
9 H 8.7642 -1.7560 -19.7735  O7 0.957
10 O 7.5352 -5.2337 -19.7871  H11 0.957, H12 0.957
11 H 7.0547 -5.3915 -18.9744  O10 0.957
12 H 7.7618 -4.3042 -19.7553  O10 0.957
13 O 9.3118 -3.5272 -18.6171  H14 0.957, H15 0.957
14 H 9.7701 -3.1138 -17.8855  O13 0.957
15 H 8.3836 -3.4304 -18.4042  O13 0.957
16 O 11.5647 -2.4481 -17.2426  H17 0.957, H18 0.957
17 H 12.2028 -1.7367 -17.2978  O16 0.957
18 H 11.8642 -3.0896 -17.8869  O16 0.957
19 O 8.5972 -2.6743 -16.2357  H20 0.957, H21 0.957
20 H 7.9297 -2.8025 -15.5617  O19 0.957
21 H 9.2549 -3.3453 -16.0529  O19 0.957

Here are the Löwdin charges for atoms 1 to 8, given in e: -0.091 -0.090 0.023 -0.022 0.102 0.104 -0.042 0.041

***

Record 5
Below is a cluster of 7 separate species, H14O7 in total, with properties calculated with the ωB97M-V functional and the def2-TZVPD basis.

The calculation puts the largest force on an atom at 2.8 eV Å⁻¹. The HOMO energy comes out at -11.18 eV.

Each atom is followed by the atoms it is bonded to, with distances in Å.
Atoms and positions in Å:
1 O -3.6589 -0.6832 -0.6563  H2 0.963, H3 0.945
2 H -4.3722 -1.2130 -1.0270  O1 0.963
3 H -3.1607 -1.0581 0.0534  O1 0.945
4 O -1.7090 -1.3421 1.1600  H5 0.988, H6 0.950
5 H -0.8635 -0.9750 0.8050  O4 0.988
6 H -2.0531 -0.7048 1.7752  O4 0.950
7 O -1.7048 1.1467 -0.5341  H8 0.966, H9 0.961
8 H -2.5007 1.4015 -0.0501  O7 0.966
9 H -2.0745 0.3148 -0.8411  O7 0.961
10 O 3.2381 0.8686 -0.2001  H11 0.949, H12 1.009
11 H 2.6445 0.3432 -0.7209  O10 0.949
12 H 2.8597 1.8031 -0.2423  O10 1.009
13 O 3.3168 -1.8890 -0.1500  H14 0.986, H15 0.961
14 H 3.6347 -2.4999 -0.8561  O13 0.986
15 H 3.8793 -1.2682 0.3206  O13 0.961
16 O 0.6008 -0.6620 -0.2846  H17 0.988, H18 0.926
17 H 0.2690 0.2279 -0.5563  O16 0.988
18 H 1.2131 -0.4491 0.3759  O16 0.926
19 O 0.5153 2.3855 0.4988  H20 0.990, H21 0.951
20 H 0.0464 2.0662 1.3097  O19 0.990
21 H -0.1201 2.1869 -0.1798  O19 0.951

Here are the Löwdin charges for atoms 1 to 8, given in e: -0.049 0.065 -0.020 -0.057 0.019 0.040 -0.066 0.065

***

Record 6
Below is a cluster of 7 separate species, H14O7 in total, with properties calculated with the ωB97M-V functional and the def2-TZVPD basis.

The calculation puts the largest force on an atom at 2.8 eV Å⁻¹. The HOMO energy comes out at -11.03 eV.

Each atom is followed by the atoms it is bonded to, with distances in Å.
Atoms and positions in Å:
1 O -0.9180 0.0222 -0.4698  H2 0.937, H3 0.944
2 H -0.8144 -0.5139 0.2913  O1 0.937
3 H -0.3620 -0.4014 -1.1035  O1 0.944
4 O 1.5049 -3.1943 -1.7191  H5 0.963, H6 0.941
5 H 1.8962 -3.5467 -2.5259  O4 0.963
6 H 1.4586 -2.2553 -1.7461  O4 0.941
7 O 0.8900 2.7000 0.5910  H8 0.981, H9 0.934
8 H 1.3753 3.3329 0.0196  O7 0.981
9 H 0.0750 2.5041 0.1797  O7 0.934
10 O -2.4360 0.0357 3.0144  H11 0.997, H12 0.953
11 H -1.4959 0.2132 2.7334  O10 0.997
12 H -2.5142 -0.8655 3.3135  O10 0.953
13 O 1.6921 -0.4660 -1.5929  H14 0.953, H15 0.933
14 H 1.5437 0.3561 -2.0514  O13 0.953
15 H 1.8917 -0.1482 -0.7387  O13 0.933
16 O 0.0654 -1.4888 1.6130  H17 0.963, H18 0.931
17 H 0.8740 -1.0617 1.3105  O16 0.963
18 H 0.2013 -2.3560 1.3025  O16 0.931
19 O -1.7566 2.5240 -0.4858  H20 0.972, H21 0.954
20 H -1.4155 1.6233 -0.6156  O19 0.972
21 H -1.7555 2.9862 -1.3203  O19 0.954

Here are the Löwdin charges for atoms 1 to 8, given in e: -0.015 -0.006 0.022 -0.057 0.041 -0.052 -0.060 0.053

***

What are the ΔE to the lowest compared entry with this formula, charge and spin values for these records? In order: 0.425 0.301 1.760 5.100 1.727 1.777 eV.